C37H21BrEuF5N6O8S2 | ωB97M-V/def2-TZVPD

Cartesian coordinates (Å):
Eu1 -0.197 0.273 -0.620
S1 1.919 -1.386 -2.422
C1 2.589 0.115 -2.191
N1 2.140 1.049 -1.378
C2 2.906 2.179 -1.396
C3 2.684 3.338 -0.653
C4 3.566 4.393 -0.770
C5 4.660 4.328 -1.625
C6 4.895 3.195 -2.384
C7 4.026 2.130 -2.256
S2 4.080 0.585 -3.059
H1 1.822 3.405 -0.008
H2 3.396 5.285 -0.186
H3 5.330 5.171 -1.705
H4 5.729 3.134 -3.066
O1 0.725 -1.851 2.713
C8 -0.172 -1.492 1.947
O2 -0.119 -1.478 0.687
C9 -1.502 -1.055 2.580
C10 -1.889 -1.683 3.721
C11 -3.101 -1.351 4.364
C12 -3.863 -0.296 3.879
C13 -3.477 0.384 2.738
C14 -2.314 -0.021 1.963
O3 -2.046 0.472 0.848
N2 -4.260 1.494 2.332
O4 -5.347 1.656 2.886
O5 -3.851 2.248 1.468
N3 -3.524 -2.075 5.487
O6 -4.602 -1.793 6.007
O7 -2.810 -2.984 5.903
H5 -1.254 -2.452 4.141
H6 -4.757 0.007 4.408
C15 -2.899 -2.289 -0.818
N4 -2.097 -1.319 -1.528
C16 -2.296 -1.183 -2.795
C17 -1.536 -0.309 -3.603
C18 -1.614 -0.111 -4.993
C19 -0.607 0.780 -5.316
C20 0.034 1.086 -4.115
N5 -0.519 0.457 -3.075
C21 -2.097 -3.539 -0.525
C22 -1.533 -4.238 -1.586
C23 -0.811 -5.397 -1.365
C24 -0.617 -5.855 -0.073
C25 -1.165 -5.158 0.989
C26 -1.914 -4.014 0.766
H7 -3.785 -2.585 -1.417
H8 -3.247 -1.844 0.122
H9 -3.085 -1.764 -3.306
H10 -2.309 -0.576 -5.669
H11 -0.368 1.189 -6.283
H12 0.881 1.739 -3.983
H13 -1.658 -3.864 -2.593
H14 -0.397 -5.941 -2.206
H15 -0.026 -6.744 0.105
H16 -1.007 -5.507 2.000
H17 -2.349 -3.489 1.606
O8 6.385 -1.179 2.144
C27 5.108 -1.102 1.689
C28 4.568 -2.057 0.832
C29 3.272 -1.888 0.375
N6 2.523 -0.853 0.712
C30 3.022 -0.001 1.576
Br1 1.814 1.360 2.110
C31 4.304 -0.042 2.093
H18 6.809 -1.960 1.765
H19 5.153 -2.911 0.520
H20 2.819 -2.594 -0.305
H21 4.666 0.708 2.775
F1 -0.939 2.570 2.067
C32 -1.092 3.327 0.950
C33 -0.612 2.812 -0.258
C34 -0.787 3.716 -1.307
F2 -0.292 3.377 -2.525
C35 -1.400 4.960 -1.214
F3 -1.540 5.761 -2.301
C36 -1.874 5.388 0.016
F4 -2.490 6.588 0.135
C37 -1.691 4.570 1.122
F5 -2.084 5.003 2.339

**Molecular weight**: 1068.601 Da
**Electronic energy**: -6933.1406 Ha
**Charge**: -2
**Highest occupied orbital energy (alpha / beta)**: -2.80 / -2.80 eV
**Multiplicity**: 7
**Energy above the lowest of the compared OMol25 structures with the same formula, charge and spin**: 0.270 eV
**LUMO energy (alpha / beta)**: 0.1354 / 0.1354 hartree
**⟨S²⟩**: 12.009